Entry 1:
The following is a quantum chemistry calculation of a structure of composition C21H22BF4IN4O6SV, from OMol25.

The geometry in XYZ format:
```
61
Properties=species:S:1:pos:R:3:forces:R:3
V -0.043 -0.774 0.294 0.0 0.1 0.1
C -2.631 -0.902 2.462 -0.1 0.1 0.1
C -1.304 -1.317 3.087 -0.2 0.0 0.2
N -0.151 -0.539 2.624 0.2 -0.3 0.1
C 0.996 -1.112 3.388 -0.1 -0.1 0.1
C 2.319 -0.367 3.398 0.0 0.1 0.0
C -0.264 0.911 2.837 0.1 0.0 0.0
C 0.456 1.606 1.677 0.0 0.2 0.2
N -0.275 1.314 0.450 -0.1 0.7 0.1
C -1.240 2.169 0.071 0.0 0.0 0.1
C -2.140 1.791 -0.965 -0.2 0.1 -0.1
F -2.057 0.549 -1.461 0.0 0.0 0.0
C -3.124 2.594 -1.482 0.0 -0.2 -0.1
F -3.893 2.093 -2.475 0.0 0.0 0.0
C -3.376 3.877 -1.024 0.1 0.0 0.1
C -2.567 4.267 0.017 0.0 0.0 0.0
F -2.742 5.501 0.559 0.0 0.0 0.0
C -1.571 3.477 0.558 0.0 0.0 0.0
F -0.932 4.072 1.612 0.2 -0.2 0.0
H -3.302 -1.768 2.497 0.0 0.1 0.0
H -2.751 -1.186 0.529 0.1 0.0 -0.1
H -3.099 -0.087 3.028 0.1 -0.1 0.0
H -1.090 -2.363 2.862 0.0 0.1 0.0
H -1.396 -1.238 4.187 -0.1 0.0 -0.1
H 1.144 -2.129 3.018 0.0 0.1 -0.1
H 0.661 -1.179 4.441 0.1 0.0 -0.1
H 2.740 -0.239 2.409 0.0 -0.1 -0.1
H 3.020 -0.974 3.976 0.0 0.0 0.0
H 2.249 0.610 3.882 0.0 0.0 0.0
H 0.140 1.181 3.824 0.0 0.1 -0.1
H -1.312 1.213 2.816 0.0 0.0 0.0
H 1.460 1.198 1.574 0.0 -0.1 0.0
H 0.574 2.663 1.893 -0.1 0.1 0.0
H -4.139 4.510 -1.444 0.0 0.0 0.0
O -1.370 -4.020 1.404 -0.1 -0.1 0.3
S -1.162 -3.150 0.226 0.0 -0.1 -0.5
O -2.457 -2.612 -0.327 -0.1 -0.1 0.1
O -2.479 -0.450 1.133 0.0 -0.3 -0.3
O 0.040 -1.034 -1.691 -0.2 -0.1 0.1
I 5.593 -2.791 -0.012 0.1 0.0 0.0
C 3.557 -2.654 0.505 0.1 -0.2 0.0
C 2.978 -3.816 1.060 0.1 0.0 0.1
N 1.774 -3.882 1.541 0.2 -0.2 0.0
N 1.701 -1.115 0.405 -0.1 -0.1 0.1
C 2.915 -1.438 0.198 0.3 0.5 -0.3
H 3.643 -4.693 1.059 -0.1 0.0 0.0
H 1.592 -4.837 1.842 -0.1 0.1 0.0
H 3.545 -0.664 -0.272 0.0 -0.1 0.1
O 0.334 0.404 -3.641 0.0 0.1 0.0
B -0.263 -0.676 -2.881 0.0 -0.2 0.1
O -1.236 -1.306 -3.752 0.1 0.0 0.0
C -1.213 -0.626 -4.911 0.0 0.0 0.0
C -1.967 -0.838 -6.043 0.1 0.1 0.0
C -1.754 0.021 -7.128 0.0 0.0 0.0
C -0.820 1.042 -7.062 0.0 0.1 -0.1
C -0.054 1.253 -5.909 -0.1 -0.1 0.0
C -0.267 0.408 -4.845 0.0 0.0 0.0
H -2.695 -1.637 -6.075 0.0 0.0 0.0
H -2.333 -0.113 -8.034 0.0 0.0 0.0
H -0.683 1.693 -7.918 0.0 0.0 0.0
H 0.674 2.050 -5.847 0.0 0.0 0.0
```
Forces are in eV/Å.

Its expectation value of S² is 3.85. As for the highest occupied orbital energy (alpha / beta): -0.030 / -0.054 Ha. As for the spin multiplicity: 4. Its total energy is -96553.5596 eV. The charge is -2. Its LUMO energy (alpha / beta) is 4.00 / 3.99 eV. The energy relative to the best compared isomer or geometry (same formula, charge and spin) comes out at 19.1 kcal/mol. For the orbital gap (alpha / beta), the calculation gives 4.812 / 5.457 eV.

natural (NBO) atomic charge list, values in e, 8 entries: atom 1 (V): 1.240, atom 2 (C): -0.074, atom 3 (C): -0.256, atom 4 (N): -0.463, atom 5 (C): -0.225, atom 6 (C): -0.624, atom 7 (C): -0.231, atom 8 (C): -0.232



Entry 2:
The following is a quantum chemistry calculation of a structure of composition C21H22BF4NO2RuS3 at a distorted geometry, from OMol25.

The geometry in XYZ format:
```
55
Properties=species:S:1:pos:R:3:forces:R:3
Ru 0.019 -0.025 -0.559 0.3 -2.1 1.8
O -1.526 1.703 -0.370 0.3 -3.0 0.5
S -0.694 2.840 -0.872 0.3 2.9 -1.9
C -0.665 2.551 -2.713 -0.1 0.0 0.5
C -1.923 1.886 -3.261 0.0 0.0 0.2
C -2.033 0.379 -2.934 0.3 -0.1 0.2
C -3.306 0.022 -2.189 0.1 -0.4 0.5
S -3.165 -1.511 -1.146 -0.4 0.1 -2.1
O -1.942 -1.282 -0.327 2.5 1.0 1.0
C -2.626 -2.684 -2.428 -0.2 0.1 0.3
C -1.273 -2.846 -2.662 0.2 0.3 0.3
C -0.840 -3.762 -3.605 -0.2 0.0 0.0
C -1.769 -4.532 -4.287 0.0 0.0 0.0
C -3.124 -4.396 -4.019 0.0 0.0 0.0
C -3.560 -3.468 -3.085 -0.1 0.1 0.0
C -1.833 4.243 -0.821 0.4 -0.3 0.0
C -3.095 4.091 -0.279 0.0 -0.2 -0.1
C -3.929 5.194 -0.192 0.0 0.1 0.0
C -3.483 6.433 -0.623 -0.1 0.0 0.0
C -2.208 6.576 -1.147 0.1 -0.1 0.0
C -1.364 5.480 -1.233 -0.1 0.0 -0.1
H 0.225 1.938 -2.895 0.0 0.1 0.0
H -0.509 3.529 -3.160 0.1 0.1 0.0
H -1.914 2.012 -4.346 0.0 0.1 0.1
H -2.798 2.419 -2.880 0.0 0.0 -0.1
H -1.152 0.107 -2.289 -0.5 0.0 -0.7
H -1.947 -0.226 -3.838 0.1 0.0 0.1
H -4.152 -0.130 -2.854 -0.1 0.0 0.0
H -3.544 0.788 -1.450 -0.1 0.0 0.0
H -0.561 -2.265 -2.086 -0.1 -0.2 -0.2
H 0.214 -3.884 -3.800 0.1 0.0 0.0
H -1.433 -5.258 -5.011 0.0 -0.1 -0.1
H -3.841 -5.023 -4.527 -0.1 0.0 0.0
H -4.609 -3.367 -2.854 -0.2 0.0 0.0
H -3.409 3.120 0.070 -0.1 -0.1 0.1
H -4.919 5.085 0.224 -0.1 0.0 0.0
H -4.125 7.298 -0.540 -0.1 0.0 0.0
H -1.857 7.546 -1.463 0.0 0.1 0.0
H -0.359 5.590 -1.612 0.1 0.1 0.0
S 1.812 -1.062 -2.045 -1.6 1.0 1.1
C 1.908 -2.186 -0.712 0.4 -0.7 -0.2
C 2.831 -3.224 -0.646 -0.2 0.1 0.3
C 2.775 -4.062 0.455 -0.1 0.2 -0.2
C 1.820 -3.841 1.439 -0.3 0.4 -0.1
C 0.921 -2.791 1.287 0.0 -0.5 0.8
N 0.976 -2.006 0.230 -0.2 2.5 -2.1
H 3.552 -3.349 -1.438 0.1 0.0 0.0
H 3.466 -4.884 0.543 0.1 -0.1 0.0
H 1.767 -4.471 2.309 -0.1 -0.1 0.1
H 0.140 -2.586 2.008 0.1 0.0 0.0
F 0.948 0.735 1.441 -0.5 -0.6 -0.2
B 1.772 1.847 1.015 -0.3 0.0 -0.2
F 1.777 1.659 -0.437 -0.5 -1.1 -0.6
F 3.001 1.741 1.508 0.8 -0.1 0.3
F 1.112 3.002 1.259 -0.2 0.7 0.5
```
Forces are in eV/Å.

Its expectation value of S² is 0.86. As for the highest occupied orbital energy (alpha / beta): -0.435 / -0.438 Ha. As for the spin multiplicity: 2. Its total energy is -74350.0332 eV. The charge is +1. Its LUMO energy (alpha / beta) is -5.88 / -4.94 eV. For the orbital gap (alpha / beta), the calculation gives 5.952 / 6.988 eV.

natural (NBO) atomic charge list, values in e, 8 entries: atom 1 (Ru): 1.176, atom 2 (O): -0.968, atom 3 (S): 1.300, atom 4 (C): -0.577, atom 5 (C): -0.431, atom 6 (C): -0.355, atom 7 (C): -0.579, atom 8 (S): 1.305